(1)
{
  "formula": "C41H52BF5KN11P2S",
  "method": "ωB97M-V/def2-TZVPD",
  "lumo_ev": [2.0, 1.0],
  "charge": -1,
  "e_above_lowest_kcal_mol": 26.25,
  "multiplicity": 2,
  "largest_force_ev_per_a": 0.931,
  "species": ["K", "C", "C", "C", "C", "N", "N", "B", "N", "C", "C", "C", "C", "N", "N", "C", "C", "C", "C", "N", "N", "C", "C", "C", "C", "N", "H", "H", "H", "H", "H", "H", "H", "H", "H", "H", "H", "H", "H", "H", "H", "H", "H", "H", "H", "H", "C", "P", "C", "N", "C", "C", "C", "C", "C", "C", "N", "C", "P", "C", "C", "C", "C", "C", "C", "C", "C", "C", "H", "H", "H", "H", "H", "H", "H", "H", "H", "H", "H", "H", "H", "H", "H", "H", "H", "H", "H", "H", "H", "H", "H", "H", "H", "H", "H", "H", "S", "C", "C", "C", "C", "C", "N", "H", "H", "H", "H", "F", "C", "F", "C", "F", "F", "F"],
  "positions_angstrom": [[-0.830, -0.363, -0.434], [-4.500, -1.831, -2.372], [-4.569, -1.212, -1.014], [-5.568, -1.402, -0.036], [-5.183, -0.594, 1.005], [-4.040, 0.032, 0.648], [-3.655, -0.358, -0.580], [-3.261, 0.973, 1.578], [-2.299, 0.108, 2.420], [-1.838, 0.277, 3.677], [-1.092, -0.833, 4.006], [-1.146, -1.652, 2.863], [-0.543, -3.004, 2.659], [-1.864, -1.066, 1.913], [-2.491, 2.067, 0.798], [-2.189, 3.284, 1.303], [-1.706, 4.059, 0.275], [-1.731, 3.212, -0.854], [-1.308, 3.530, -2.252], [-2.207, 2.021, -0.517], [-4.304, 1.720, 2.444], [-5.260, 2.515, 1.918], [-5.997, 3.033, 2.957], [-5.405, 2.489, 4.114], [-5.786, 2.714, 5.543], [-4.390, 1.702, 3.789], [-5.351, -1.524, -2.982], [-4.515, -2.922, -2.299], [-3.586, -1.529, -2.882], [-6.440, -2.033, -0.097], [-5.639, -0.428, 1.968], [-2.118, 1.138, 4.254], [-0.589, -1.038, 4.938], [-0.399, -3.505, 3.615], [0.422, -2.916, 2.158], [-1.193, -3.610, 2.027], [-2.349, 3.525, 2.343], [-1.386, 5.087, 0.327], [-1.029, 4.580, -2.335], [-2.116, 3.316, -2.952], [-0.454, 2.919, -2.546], [-5.346, 2.649, 0.852], [-6.838, 3.704, 2.904], [-6.680, 3.332, 5.607], [-4.980, 3.212, 6.084], [-5.979, 1.762, 6.040], [1.587, 2.876, -0.043], [1.649, 1.267, 0.836], [3.252, 0.687, 0.113], [4.120, 1.605, -0.237], [5.193, 1.230, -0.967], [6.096, 2.206, -1.443], [7.127, 1.834, -2.257], [7.312, 0.481, -2.613], [6.472, -0.487, -2.138], [5.394, -0.128, -1.301], [4.556, -1.078, -0.829], [3.498, -0.700, -0.161], [2.280, -1.962, 0.439], [3.318, -2.674, 1.805], [2.371, -3.369, -0.824], [1.257, -4.334, -0.399], [2.030, -2.778, -2.194], [3.698, -4.131, -0.889], [2.168, 1.815, 2.575], [2.443, 0.542, 3.378], [3.383, 2.734, 2.646], [0.950, 2.539, 3.154], [2.466, 3.480, 0.164], [0.677, 3.403, 0.234], [1.556, 2.659, -1.114], [5.926, 3.239, -1.167], [7.805, 2.582, -2.648], [8.126, 0.216, -3.276], [6.592, -1.528, -2.411], [4.376, -2.656, 1.547], [3.004, -3.703, 1.985], [3.153, -2.108, 2.720], [0.290, -3.827, -0.382], [1.441, -4.757, 0.593], [1.190, -5.165, -1.108], [1.115, -2.181, -2.151], [1.873, -3.584, -2.920], [2.826, -2.134, -2.563], [3.876, -4.716, 0.016], [4.524, -3.444, -1.038], [3.665, -4.828, -1.733], [3.386, 0.090, 3.062], [1.634, -0.181, 3.244], [2.523, 0.772, 4.445], [4.252, 2.306, 2.148], [3.640, 2.902, 3.698], [3.179, 3.705, 2.195], [0.072, 1.893, 3.142], [0.724, 3.437, 2.576], [1.145, 2.839, 4.188], [2.432, 0.789, -3.242], [0.844, 0.621, -3.900], [0.633, 0.750, -5.294], [-0.647, 0.668, -5.798], [-1.717, 0.468, -4.925], [-1.430, 0.346, -3.579], [-0.198, 0.408, -3.071], [1.486, 0.917, -5.934], [-0.821, 0.769, -6.864], [-2.738, 0.409, -5.281], [-2.222, 0.218, -2.847], [-1.339, -3.101, -2.152], [-1.754, -3.419, -3.356], [-1.042, -2.793, -4.245], [-1.733, -4.916, -3.571], [-2.542, -5.506, -2.682], [-0.522, -5.449, -3.429], [-2.157, -5.204, -4.805]]
}

***

(2)
{
  "formula": "C24H12Co2F3NO8S",
  "method": "ωB97M-V/def2-TZVPD",
  "lumo_ev": 4.5,
  "charge": -2,
  "e_above_lowest_kcal_mol": 21.24,
  "largest_force_ev_per_a": 4.927,
  "species": ["F", "C", "F", "F", "S", "C", "C", "C", "C", "C", "C", "N", "C", "C", "O", "O", "H", "H", "H", "H", "H", "O", "C", "Co", "C", "O", "C", "O", "C", "C", "C", "C", "C", "C", "C", "C", "C", "Co", "C", "O", "C", "O", "C", "O", "H", "H", "H", "H", "H", "H", "H"],
  "positions_angstrom": [[2.250, -4.170, 2.604], [2.079, -2.830, 2.536], [1.295, -2.434, 3.557], [3.287, -2.227, 2.644], [1.341, -2.406, 0.850], [1.205, -0.673, 0.711], [2.152, 0.001, -0.101], [2.718, 1.238, 0.323], [3.787, 1.793, -0.363], [4.278, 1.191, -1.539], [5.367, 1.779, -2.277], [6.260, 2.240, -2.879], [3.695, 0.003, -2.004], [2.619, -0.548, -1.338], [2.353, -2.948, -0.034], [0.000, -2.966, 0.858], [0.736, -0.232, 1.587], [2.329, 1.683, 1.245], [4.267, 2.703, 0.013], [4.111, -0.496, -2.882], [2.146, -1.432, -1.759], [-1.925, 3.261, 5.540], [-2.351, 2.562, 4.710], [-2.778, 2.403, 2.884], [-3.033, 4.130, 2.451], [-3.123, 5.261, 2.248], [-1.149, 2.245, 2.296], [-0.116, 2.036, 1.806], [-3.946, 1.045, 2.756], [-3.202, 1.192, 1.597], [-3.308, 1.066, 0.249], [-2.417, 0.597, -0.787], [-2.565, 1.117, -2.100], [-1.785, 0.655, -3.150], [-0.863, -0.386, -2.948], [-0.797, -0.985, -1.688], [-1.518, -0.484, -0.607], [-3.210, 0.501, 4.525], [-3.427, 0.433, 6.276], [-3.631, 0.343, 7.409], [-1.680, -0.205, 4.008], [-0.722, -0.653, 3.543], [-4.248, -0.919, 4.440], [-5.035, -1.751, 4.264], [-5.041, 0.958, 2.743], [-4.280, 1.426, -0.127], [-3.328, 1.893, -2.252], [-1.894, 1.098, -4.138], [-0.254, -0.764, -3.770], [-0.153, -1.856, -1.549], [-1.441, -0.930, 0.386]]
}

***

(3)
{
  "formula": "C22H34ClIN5O5PS2",
  "method": "ωB97M-V/def2-TZVPD",
  "lumo_ev": -0.8,
  "charge": 0,
  "largest_force_ev_per_a": 0.496,
  "species": ["C", "O", "C", "C", "C", "C", "C", "O", "C", "C", "C", "C", "I", "C", "Cl", "C", "N", "C", "P", "O", "O", "S", "C", "C", "C", "C", "C", "N", "C", "N", "N", "N", "C", "H", "H", "H", "H", "H", "H", "H", "H", "H", "H", "H", "H", "H", "H", "H", "H", "H", "H", "H", "H", "H", "H", "H", "H", "H", "H", "H", "H", "C", "S", "O", "C", "H", "H", "H", "H", "H", "H"],
  "positions_angstrom": [[1.962, -2.941, 1.922], [1.608, -1.733, 2.565], [1.050, -0.770, 1.695], [1.987, -0.348, 0.589], [3.112, 0.399, 0.843], [3.431, 0.773, 2.269], [4.329, -0.234, 2.948], [4.104, -0.752, 4.010], [3.993, 0.803, -0.217], [5.224, 1.643, 0.015], [5.130, 3.083, -0.514], [3.855, 3.841, -0.186], [3.865, 4.710, 1.770], [3.704, 0.402, -1.491], [4.749, 0.790, -2.810], [2.553, -0.361, -1.792], [2.292, -0.742, -3.067], [1.198, -1.416, -3.294], [0.917, -1.768, -5.065], [2.397, -1.817, -5.677], [0.382, -3.278, -5.125], [-0.215, -0.509, -5.926], [0.281, -1.770, -2.240], [-1.019, -2.483, -2.512], [-2.034, -2.355, -1.384], [-2.564, -0.942, -1.186], [-3.671, -0.868, -0.149], [-4.912, -1.501, -0.647], [-6.094, -0.839, -0.212], [-7.035, -0.656, -1.033], [-6.081, -0.432, 1.177], [0.567, -1.442, -1.013], [1.693, -0.728, -0.741], [1.963, -3.721, 2.681], [1.241, -3.207, 1.144], [2.961, -2.883, 1.480], [0.119, -1.138, 1.265], [0.811, 0.090, 2.320], [3.951, 1.728, 2.288], [2.535, 0.899, 2.874], [5.263, -0.463, 2.395], [6.058, 1.164, -0.501], [5.500, 1.660, 1.066], [5.239, 3.087, -1.600], [5.980, 3.640, -0.119], [2.967, 3.217, -0.238], [3.719, 4.681, -0.859], [2.970, -2.454, -5.232], [0.918, -3.922, -4.645], [-1.443, -2.082, -3.434], [-0.792, -3.541, -2.665], [-1.611, -2.738, -0.452], [-2.881, -3.002, -1.628], [-2.925, -0.555, -2.142], [-1.759, -0.281, -0.855], [-3.329, -1.341, 0.777], [-3.875, 0.172, 0.094], [-4.955, -2.454, -0.302], [-7.817, -0.203, -0.564], [-6.706, -1.047, 1.689], [-6.445, 0.511, 1.262], [-5.049, 2.815, 3.644], [-4.160, 3.316, 2.166], [-4.406, 2.259, 1.150], [-2.517, 3.010, 2.822], [-6.113, 2.888, 3.426], [-4.789, 1.785, 3.889], [-4.798, 3.487, 4.464], [-2.440, 1.966, 3.128], [-2.331, 3.678, 3.662], [-1.806, 3.217, 2.025]]
}

***

(4)
{
  "formula": "C29H46N3O7PS",
  "method": "ωB97M-V/def2-TZVPD",
  "lumo_ev": 2.3,
  "charge": -2,
  "largest_force_ev_per_a": 5.301,
  "species": ["C", "C", "C", "C", "C", "C", "C", "C", "C", "P", "C", "C", "C", "S", "C", "C", "O", "N", "C", "C", "C", "O", "O", "H", "H", "H", "H", "H", "H", "H", "H", "H", "H", "H", "H", "H", "H", "H", "H", "H", "H", "H", "H", "H", "H", "H", "H", "H", "H", "H", "H", "H", "H", "H", "H", "H", "H", "H", "H", "C", "C", "C", "C", "C", "C", "N", "O", "O", "H", "H", "H", "H", "H", "C", "C", "C", "C", "C", "C", "N", "O", "O", "H", "H", "H", "H", "H"],
  "positions_angstrom": [[0.806, -3.196, -0.202], [0.679, -2.360, 1.169], [2.069, -1.807, 1.713], [3.027, -1.193, 0.599], [2.356, -0.042, -0.298], [1.405, 0.952, 0.500], [0.533, 1.829, -0.544], [-0.499, 0.811, -1.277], [-1.831, 1.518, -1.751], [-3.374, 0.400, -2.056], [-2.360, -1.156, -2.471], [-3.104, -2.360, -3.197], [-3.774, -3.431, -2.187], [-5.032, -4.471, -3.072], [-3.552, -0.054, -0.170], [-4.594, 0.872, 0.585], [-4.334, 2.106, 0.640], [-5.797, 0.434, 1.265], [-7.048, 0.871, 0.602], [-5.796, -0.992, 1.648], [-5.073, -0.410, -2.423], [-5.539, -0.273, -3.618], [-5.869, -1.085, -1.537], [1.602, -3.999, -0.160], [0.904, -2.516, -1.106], [-0.208, -3.715, -0.326], [-0.103, -1.566, 0.974], [0.264, -3.066, 1.969], [2.667, -2.639, 2.229], [1.893, -0.994, 2.515], [4.008, -0.824, 1.062], [3.341, -2.027, -0.117], [3.201, 0.584, -0.740], [1.858, -0.556, -1.177], [0.625, 0.415, 1.144], [1.985, 1.625, 1.226], [-0.022, 2.644, 0.025], [1.224, 2.277, -1.323], [-0.611, -0.060, -0.568], [0.064, 0.469, -2.216], [-2.107, 2.297, -0.953], [-1.642, 2.132, -2.703], [-4.148, 1.642, -1.887], [-3.287, 0.770, -3.474], [-1.557, -0.836, -3.228], [-1.886, -1.615, -1.527], [-2.251, -2.976, -3.674], [-3.763, -2.091, -4.071], [-2.940, -4.157, -1.881], [-4.144, -2.963, -1.229], [-5.537, -3.656, -4.068], [-3.777, -1.169, -0.050], [-2.574, 0.092, 0.418], [-7.937, 0.192, 0.816], [-6.917, 1.077, -0.511], [-7.326, 1.887, 1.063], [-4.753, -1.410, 1.807], [-6.326, -1.067, 2.668], [-6.391, -1.647, 0.938], [-0.715, 2.714, 6.368], [-0.622, 1.462, 5.770], [0.543, 1.090, 5.110], [1.611, 1.981, 5.059], [1.524, 3.238, 5.648], [0.354, 3.603, 6.304], [2.848, 1.583, 4.386], [2.878, 0.483, 3.866], [3.778, 2.375, 4.385], [-1.624, 2.999, 6.887], [-1.458, 0.774, 5.821], [0.604, 0.112, 4.647], [2.350, 3.937, 5.607], [0.275, 4.579, 6.769], [8.889, 1.524, -3.306], [8.468, 1.226, -2.015], [7.237, 0.615, -1.807], [6.437, 0.303, -2.903], [6.848, 0.604, -4.197], [8.080, 1.218, -4.396], [5.151, -0.363, -2.690], [4.816, -0.594, -1.542], [4.491, -0.651, -3.674], [9.853, 1.996, -3.465], [9.101, 1.468, -1.169], [6.918, 0.388, -0.797], [6.227, 0.368, -5.053], [8.411, 1.454, -5.401]]
}